Record 1
The following is a quantum chemistry calculation of a structure of composition C46H76HfN6O8 at a distorted geometry, from the OMol25 dataset.

Structure (XYZ):
```
137
Properties=species:S:1:pos:R:3:forces:R:3
Hf 0.51324 0.41640 0.54128 0.3 -0.3 0.8
C -1.46844 -3.24883 3.58829 -0.3 -1.4 -0.3
C -1.08597 -2.02098 4.37326 0.4 1.5 -1.5
C -1.07294 -2.35559 5.83618 0.4 -0.2 1.6
C 0.19132 -3.03478 6.46439 -0.1 0.3 -0.6
C 1.50062 -2.32351 6.04916 -1.5 -0.4 -0.7
C 1.55174 -2.07828 4.50181 -0.1 1.7 -0.3
N 0.24416 -1.40818 3.98304 0.4 0.8 0.3
O 0.28361 -0.98798 2.58511 0.3 0.2 -0.7
C 1.97615 -3.37756 3.80623 -0.5 -0.6 0.0
C 2.70494 -1.05524 4.24125 -0.9 0.4 -0.9
C -2.21251 -0.91983 4.18083 1.0 -0.4 -0.3
H -2.48720 -3.51932 3.86590 -0.3 0.1 -0.1
H -0.90885 -4.13843 3.87737 0.4 0.1 0.3
H -1.41136 -3.26111 2.49985 0.1 0.8 0.1
H -1.98141 -2.92446 6.03403 0.1 -0.6 -0.1
H -1.32802 -1.48116 6.43485 0.6 0.6 -0.1
H 0.24111 -4.09559 6.21881 -0.1 -0.1 -0.1
H 0.12615 -2.93416 7.54778 -0.2 -0.3 0.1
H 2.38582 -2.91631 6.27960 -0.1 -0.1 0.1
H 1.52364 -1.45707 6.71011 0.3 0.6 -0.7
H 1.98262 -3.38128 2.71625 0.1 0.8 0.0
H 1.32650 -4.22756 4.01496 -0.1 0.0 0.5
H 2.97839 -3.63680 4.14742 0.1 0.0 0.0
H 2.99265 -1.20209 3.20021 0.7 -0.2 0.1
H 3.51579 -1.03150 4.96928 0.1 -0.7 -0.2
H 2.38737 -0.01398 4.18625 -0.7 0.0 0.4
H -2.32524 -0.64188 3.13291 0.1 -0.2 -0.1
H -1.92858 -0.01867 4.72432 0.1 0.0 0.2
H -3.18539 -1.24129 4.55267 0.1 -0.3 0.1
C 0.57856 5.48514 -0.87843 0.9 1.0 0.3
C 0.15233 4.62463 -2.06710 0.0 -0.3 0.2
C 0.36901 5.36849 -3.43186 2.0 0.6 0.6
C 1.86626 5.50662 -3.74850 0.0 -1.1 -0.8
C 2.42485 4.12899 -3.92151 0.0 -1.2 1.0
C 2.23057 3.18034 -2.64676 1.7 1.5 -0.1
N 0.85283 3.27020 -2.10309 -0.2 -0.3 -1.3
O 0.49810 2.20811 -1.18998 0.1 -0.3 1.0
C 3.31753 3.59365 -1.59446 -0.7 -0.1 0.8
C 2.61409 1.80085 -3.14847 -1.1 -1.2 -0.1
C -1.35406 4.53004 -1.91920 0.2 -1.2 -0.3
H 1.52345 5.98317 -1.09582 0.3 -0.3 0.3
H 0.63665 4.96146 0.07577 0.2 -0.4 -0.3
H -0.06542 6.32845 -0.62901 -0.6 0.0 -0.5
H 0.05545 6.41212 -3.40731 -0.9 -0.2 0.4
H -0.09007 4.85095 -4.27417 -0.2 -0.1 0.2
H 2.49030 6.02812 -3.02275 -0.4 0.2 0.2
H 2.10453 5.92758 -4.72529 -0.6 0.8 0.0
H 3.46409 4.26515 -4.22073 0.5 -0.5 0.6
H 2.02099 3.60297 -4.78655 -0.6 0.1 -0.1
H 3.32148 4.64565 -1.30918 0.0 0.3 -0.5
H 4.33609 3.27767 -1.81989 -0.1 0.1 -0.4
H 3.06546 3.12545 -0.64298 0.0 -0.5 0.0
H 1.86685 1.46421 -3.86708 -0.4 0.0 -0.1
H 2.63213 1.03703 -2.37106 0.1 0.1 0.2
H 3.53971 1.71679 -3.71790 0.3 0.6 0.3
H -1.73676 3.90838 -2.72863 -0.3 -0.2 0.1
H -1.77808 5.52930 -2.01817 -0.1 -0.1 0.3
H -1.55976 4.06127 -0.95689 -0.5 0.1 -0.1
C -3.70568 2.13267 -0.28345 0.5 -1.2 0.4
C -4.14432 0.64239 0.03812 -2.2 0.5 -1.6
C -5.28854 0.39835 -1.09849 0.3 -1.2 0.0
C -5.74129 -1.06188 -1.30230 0.5 -0.2 0.8
C -4.55592 -1.94331 -1.50963 1.8 0.5 1.0
C -3.37982 -1.77857 -0.45956 -1.0 -1.3 -0.8
N -3.09468 -0.34138 -0.25789 1.9 0.5 -0.9
O -1.82284 -0.08795 0.42856 1.1 0.3 0.2
C -2.17008 -2.61817 -1.09284 -0.8 2.1 0.8
C -3.79545 -2.49660 0.80190 0.2 -0.1 1.5
C -4.84959 0.64382 1.43982 1.5 -0.2 0.2
H -4.57205 2.79404 -0.29325 -0.1 -0.1 0.1
H -3.21797 2.21280 -1.25495 0.0 -0.3 -0.1
H -2.97433 2.50985 0.43137 -0.1 -0.1 0.2
H -4.86614 0.63594 -2.07483 0.3 0.6 0.0
H -6.19364 0.98922 -0.95789 0.3 0.5 0.4
H -6.29701 -1.30999 -2.20658 -0.7 1.0 0.0
H -6.29127 -1.46324 -0.45110 -0.3 0.2 0.1
H -4.07344 -1.68083 -2.45113 -0.2 -0.3 -0.4
H -4.91998 -2.96983 -1.46682 0.5 -0.2 -0.3
H -2.39382 -3.67692 -1.22360 -0.2 0.1 0.4
H -1.35002 -2.44072 -0.39706 0.2 -0.3 -0.4
H -1.98553 -2.20210 -2.08325 0.3 0.1 0.0
H -4.75977 -2.22729 1.23276 -0.3 0.1 -0.5
H -3.12264 -2.25139 1.62367 0.4 -0.1 -0.1
H -3.79063 -3.58060 0.68769 0.0 -0.1 -0.1
H -5.44382 1.53972 1.61972 -0.2 -0.1 -0.3
H -4.05111 0.68494 2.18066 0.2 0.1 0.2
H -5.38810 -0.25829 1.73018 -0.3 0.1 -0.5
C 4.98883 0.32252 -0.55725 -0.3 0.6 -0.7
C 4.27505 0.17979 0.79539 0.2 -1.1 -0.5
C 4.88268 1.08347 1.83424 -0.5 0.4 0.5
O 2.87404 0.25540 0.76164 -3.1 0.6 -0.7
H 5.17914 1.36994 -0.79133 0.0 0.2 0.1
H 4.41927 -0.03594 -1.41469 -0.4 -0.2 0.2
H 5.94841 -0.18976 -0.62694 0.1 -0.1 0.5
H 4.56569 -0.81204 1.14166 -0.3 -0.6 0.1
H 5.95803 0.96543 1.96768 0.1 -0.1 -0.3
H 4.42963 0.79877 2.78388 -0.1 0.3 0.2
H 4.65107 2.12309 1.60260 0.0 0.2 0.1
N 0.13035 1.84739 3.49383 -0.4 0.2 -1.7
C 1.25764 2.25523 2.88471 1.8 0.9 1.0
C 1.01462 2.89722 1.67132 0.7 -1.1 1.6
C -0.38663 2.78712 1.56569 -0.1 1.3 -3.1
C -0.87076 2.02617 2.54147 -1.6 -0.4 3.7
H 0.08758 1.42538 4.41045 -0.1 -0.6 -0.4
H 2.17172 2.22423 3.45907 0.2 -0.2 -0.3
H 1.74727 3.42212 1.07625 -0.3 -0.2 0.0
H -0.97327 3.37183 0.87261 -0.1 -0.6 -0.3
H -1.90437 1.87244 2.81425 0.1 -0.3 -0.2
C -2.18427 0.42698 -6.11735 0.1 0.2 -0.6
C -2.36932 0.93771 -4.86550 -0.1 -0.9 1.6
C -1.65567 0.41505 -3.77568 0.3 0.4 0.1
C -0.58651 -0.44985 -3.99321 -1.1 0.2 -0.6
C -0.42704 -0.95779 -5.30713 1.3 -0.4 0.6
C -1.14793 -0.48349 -6.37300 -1.1 0.5 0.4
N 0.22594 -0.92304 -2.86346 2.5 -4.6 -0.7
O 0.14455 -0.45710 -1.75148 -0.6 1.0 -0.4
O 0.99208 -1.96406 -3.07745 -2.5 3.7 0.2
H -2.92359 0.70249 -6.85483 0.3 0.1 -0.5
H -3.19072 1.58552 -4.59709 -0.1 0.1 -0.3
H -2.04508 0.64371 -2.79462 0.6 0.2 0.4
H 0.25178 -1.77496 -5.50167 0.4 0.2 0.3
H -0.99095 -0.82234 -7.38638 0.1 -0.3 0.1
C 3.44551 -5.57849 -2.74769 0.8 1.0 -0.1
C 3.86218 -4.28592 -2.31295 -0.9 -1.6 -1.1
C 3.03925 -3.60714 -1.44918 1.4 1.0 1.0
C 1.86173 -4.12147 -0.99204 0.4 -0.4 -0.4
C 1.50616 -5.38556 -1.43212 -1.9 -0.8 0.9
C 2.28224 -6.14739 -2.26778 1.0 0.8 -0.2
N 1.08236 -3.30807 -0.05794 -3.2 -1.3 1.4
O 1.19759 -2.10323 -0.00198 1.3 0.5 -0.7
O 0.20167 -3.88255 0.60680 1.6 0.1 -1.0
H 4.00875 -6.15997 -3.46257 0.4 0.2 0.0
H 4.73545 -3.79273 -2.71366 0.2 -0.2 0.2
H 3.44305 -2.74531 -0.93870 -0.3 0.6 -0.4
H 0.59399 -5.89187 -1.15285 -0.3 0.5 0.5
H 2.03328 -7.15934 -2.55128 -0.3 0.1 0.0
```
Positions in Å, forces in eV/Å.

## Properties
Multiplicity ... 1
Energy above the lowest of the compared OMol25 structures with the same formula, charge and spin ... 0.0 kJ/mol

=====

Record 2
The following is a quantum chemistry calculation of a cluster of 12 separate species, C46H78Cl22IN3O2S in total at a distorted geometry, from the OMol25 dataset.

Structure (XYZ):
```
153
Properties=species:S:1:pos:R:3:forces:R:3
C -2.33123 1.65024 -3.15189 -0.1 1.1 -0.5
C -2.31509 0.62446 -2.54396 0.2 -0.8 1.6
C -2.25761 -0.46445 -1.51316 -0.1 -0.1 -1.8
C -0.83144 -0.73801 -0.93007 -1.4 -0.7 1.5
C -0.91614 -2.14293 -0.33094 0.5 1.1 -0.9
N -0.94663 -3.21094 0.08501 -0.2 0.0 0.1
C -0.46846 0.18959 0.31847 1.4 -1.2 0.1
I -0.39731 2.29067 -0.14918 -0.1 -0.2 -0.1
C 0.94651 -0.19587 0.73922 -1.2 0.7 -0.4
N 2.00081 -0.47070 1.09924 0.0 0.0 0.1
C -1.39275 -0.19267 1.53378 -0.3 0.7 0.8
C -1.70244 0.94607 2.54517 0.2 -0.4 0.6
C -0.47400 1.49575 3.34737 -0.3 0.9 0.3
C -0.41954 3.07001 3.34308 -0.4 -0.2 0.4
C -0.11748 3.69216 4.75222 0.2 0.2 -1.3
C -0.85917 5.05138 4.92829 0.4 -0.3 0.7
C -2.33510 4.92199 5.42300 0.2 0.3 -0.6
C -3.41459 5.04691 4.27836 -0.1 0.1 1.1
C -4.26851 3.76292 4.09712 0.2 0.3 0.0
C -5.17956 3.76815 2.82250 0.1 -0.1 0.3
C -4.93264 2.56828 1.86263 -0.2 0.2 0.7
C -6.18431 2.17370 1.00378 1.9 0.1 0.1
N -6.08240 2.88275 -0.27069 -0.9 0.2 -0.7
C -6.59751 4.10836 -0.55604 -0.5 1.8 -0.7
C -6.28151 4.50586 -1.85713 0.8 -1.7 0.3
C -5.50700 3.39565 -2.41084 -0.5 0.4 0.9
C -5.44080 2.44228 -1.40016 0.5 -0.3 -0.5
S 0.50941 -0.83777 -2.20424 4.2 -1.4 -1.0
C -0.14016 -1.33178 -3.84159 -0.6 0.9 0.1
O 1.32228 0.35960 -2.31874 -2.0 0.6 0.0
O 1.37965 -1.93648 -1.80313 -1.6 -0.1 0.2
H -2.35103 2.64469 -3.58059 0.0 -0.7 0.0
H -2.55888 -1.39990 -2.02994 0.1 0.4 0.4
H -3.02686 -0.29077 -0.74284 0.6 0.0 -0.1
H -0.85379 -0.97280 2.10633 -0.4 0.2 -0.4
H -2.37417 -0.60507 1.22569 0.7 0.1 -0.2
H -2.38879 0.49729 3.29682 0.3 0.1 -0.5
H -2.28284 1.77959 2.10928 0.5 -0.5 -0.1
H 0.49982 1.07566 3.04238 -0.5 0.1 -0.1
H -0.60974 1.21109 4.41113 0.1 -0.1 -0.6
H -1.40589 3.47938 3.02980 0.4 -0.4 0.1
H 0.29212 3.44323 2.58164 -0.2 -0.2 0.5
H 0.98034 3.85709 4.78053 -0.6 -0.1 0.4
H -0.40171 2.96583 5.53888 0.2 0.5 -0.2
H -0.83104 5.63394 3.98614 0.0 -0.3 0.3
H -0.28107 5.64362 5.67159 -0.6 -0.6 -0.6
H -2.44355 3.96086 5.95969 -0.1 0.4 -0.2
H -2.50877 5.73902 6.15130 0.0 -0.5 -0.3
H -2.92190 5.40988 3.35844 -0.3 -0.4 0.2
H -4.10003 5.85215 4.61952 0.3 -0.3 -0.5
H -4.92295 3.69632 4.99110 0.4 -0.1 -0.4
H -3.60012 2.87718 4.14572 -0.4 0.3 -0.3
H -6.22778 3.73380 3.17927 0.4 0.1 -0.3
H -5.03612 4.72709 2.28978 -0.2 -0.4 0.2
H -4.08226 2.81300 1.19613 -0.4 -0.3 0.2
H -4.61632 1.71004 2.48978 -0.3 0.3 -0.3
H -6.08461 1.08966 0.80840 -0.5 0.5 0.0
H -7.10796 2.42546 1.54565 0.2 -0.2 -0.5
H -7.17574 4.73423 0.12993 0.3 -0.7 0.1
H -6.52632 5.44230 -2.35793 0.0 -0.4 0.4
H -5.05073 3.31288 -3.40805 -0.3 0.0 0.7
H -4.96510 1.45902 -1.39629 -0.2 0.4 -0.1
H 0.51082 -2.10392 -4.29292 -0.2 0.6 0.9
H -1.18087 -1.69150 -3.79787 0.5 0.1 0.1
H -0.09999 -0.41464 -4.45599 -0.1 -0.4 0.3
Cl 0.19131 -6.36552 -7.57169 0.0 0.0 -0.1
C 1.21433 -5.85226 -6.20258 0.1 -0.1 0.1
C 0.58819 -4.72919 -5.41681 0.0 -0.1 0.2
Cl 0.53636 -3.19946 -6.34406 0.0 -0.2 -0.4
H 2.18876 -5.57053 -6.59713 -0.1 0.0 0.0
H 1.34419 -6.72252 -5.55927 -0.1 0.3 -0.1
H 1.17582 -4.53749 -4.51821 -0.1 0.0 -0.2
H -0.42932 -4.97155 -5.11475 0.0 0.0 -0.1
Cl -4.29474 4.29240 -5.86259 0.0 0.0 0.0
C -5.97099 4.89836 -5.80368 -0.2 0.0 0.0
C -6.03695 6.40201 -5.91766 -0.1 0.0 -0.1
Cl -5.37611 7.21529 -4.47679 0.0 0.0 0.0
H -6.42433 4.54603 -4.87819 0.1 0.0 0.0
H -6.50142 4.44131 -6.63842 0.1 0.1 0.0
H -7.07550 6.71786 -6.01159 0.0 -0.1 0.0
H -5.49056 6.76109 -6.78758 0.1 0.0 0.1
Cl 6.22145 2.81282 -3.22478 0.1 0.0 0.0
C 4.94162 2.65255 -1.99190 -0.1 -0.1 0.2
C 3.64664 3.28752 -2.43076 -0.1 -0.1 0.0
Cl 3.76195 5.06610 -2.50896 0.0 0.0 0.0
H 5.30832 3.09118 -1.06604 0.0 0.1 -0.1
H 4.79095 1.58579 -1.82831 -0.1 0.0 -0.1
H 2.86104 3.05241 -1.71431 0.0 0.0 0.0
H 3.33416 2.92684 -3.40832 0.1 0.0 0.0
Cl -1.98456 -2.77984 4.69717 0.0 0.1 0.0
C -2.37944 -4.45452 4.23356 0.0 -0.2 -0.1
C -2.90380 -4.53760 2.82068 0.2 -0.1 0.0
Cl -4.51341 -3.78302 2.65074 0.0 0.1 0.0
H -3.09570 -4.84226 4.95532 0.0 0.1 0.0
H -1.46239 -5.03571 4.31989 0.0 0.0 -0.1
H -3.00961 -5.58165 2.52795 0.0 0.0 0.1
H -2.23200 -4.05279 2.11498 -0.1 0.0 0.0
Cl 2.28680 -8.23102 -3.89282 0.1 -0.2 0.1
C 3.31224 -7.71928 -2.52556 0.1 0.0 0.2
C 2.69408 -6.58733 -1.74167 0.0 -0.1 0.1
Cl 2.65561 -5.06687 -2.66982 0.1 0.0 0.2
H 4.28696 -7.44673 -2.92214 -0.1 0.0 -0.1
H 3.43738 -8.58899 -1.88137 -0.1 0.0 0.0
H 3.28259 -6.39488 -0.84495 0.1 0.0 -0.1
H 1.67568 -6.82095 -1.43698 0.0 0.0 -0.1
Cl 0.33501 7.42293 6.95394 0.1 0.4 0.4
C 0.55897 8.39807 5.48194 0.1 0.0 -0.1
C -0.43200 9.53246 5.39563 0.1 0.1 0.0
Cl -2.09344 8.94887 5.12058 0.0 0.0 0.0
H 0.48089 7.73347 4.62261 -0.1 0.0 0.1
H 1.57342 8.79412 5.51602 -0.1 0.0 0.0
H -0.17937 10.17879 4.55558 0.0 -0.1 0.0
H -0.43070 10.13426 6.30220 0.0 -0.1 0.0
Cl -7.97674 -1.83440 2.25648 0.0 0.0 0.0
C -7.99540 -3.48506 2.93110 0.1 -0.1 0.0
C -9.32608 -4.16794 2.73038 0.0 -0.1 -0.1
Cl -10.61641 -3.43213 3.71489 0.0 0.0 0.0
H -7.73339 -3.42117 3.98528 -0.1 0.1 0.0
H -7.21347 -4.04341 2.41912 -0.1 0.0 0.0
H -9.25251 -5.21177 3.03401 0.1 0.0 0.0
H -9.63768 -4.13644 1.68820 0.0 0.1 0.0
Cl 9.51594 -2.53120 -3.92854 0.0 -0.4 0.3
C 8.23231 -1.58270 -3.12623 -0.2 0.1 0.0
C 8.73413 -0.27561 -2.56664 -0.1 0.1 0.0
Cl 9.82563 -0.51568 -1.17573 0.0 0.0 0.0
H 7.79583 -2.20410 -2.34633 0.1 0.0 0.0
H 7.46869 -1.39319 -3.88008 0.1 0.1 0.0
H 7.89140 0.31639 -2.21089 0.0 -0.1 0.0
H 9.26516 0.30427 -3.31385 0.1 -0.1 0.1
Cl -0.72749 -4.84806 7.32689 0.0 0.0 0.0
C 0.86850 -5.63908 7.33403 0.1 0.0 0.1
C 1.40107 -5.85461 5.93805 0.2 0.1 0.1
Cl 0.46416 -7.07954 5.04204 0.0 0.0 0.0
H 0.77786 -6.57742 7.87762 -0.1 0.0 -0.1
H 1.54281 -4.98725 7.88853 0.0 0.0 -0.1
H 2.42795 -6.21518 5.98687 0.0 0.0 0.0
H 1.39011 -4.93239 5.35986 -0.1 0.0 0.0
Cl 8.74606 -7.60595 -0.01833 0.0 0.0 0.0
C 8.98729 -6.67405 -1.51842 0.1 0.0 -0.1
C 8.02046 -5.52209 -1.63522 0.2 0.2 0.0
Cl 6.34382 -6.06990 -1.89443 0.0 0.0 0.0
H 8.89583 -7.35876 -2.35917 -0.1 0.0 0.1
H 10.00839 -6.29494 -1.49533 -0.1 0.1 0.0
H 8.28606 -4.90340 -2.49278 0.0 -0.1 0.0
H 8.03477 -4.89579 -0.74520 -0.1 -0.1 0.0
Cl 10.55342 -0.72098 -9.05556 0.0 0.0 0.0
C 11.70069 -0.42713 -7.72455 0.1 0.0 0.0
C 11.17014 -0.91253 -6.39752 0.2 -0.1 0.0
Cl 9.79591 0.06389 -5.82576 0.0 0.3 -0.4
H 11.92349 0.63765 -7.70046 -0.1 0.0 0.0
H 12.61668 -0.96287 -7.97189 -0.1 0.0 0.0
H 11.94866 -0.83714 -5.63863 0.0 0.1 0.0
H 10.84613 -1.94982 -6.45088 -0.1 0.1 0.0
```
Positions in Å, forces in eV/Å.

## Properties
Multiplicity ... 1
SMILES ... C#CC[C@](C#N)([C@](I)(C#N)CCCCCCCCCCCCn1cccc1)S(C)(=O)=O.ClCCCl.ClCCCl.ClCCCl.ClCCCl.ClCCCl.ClCCCl.ClCCCl.ClCCCl.ClCCCl.ClCCCl.ClCCCl

=====

| no. | E_tot (eV) | HOMO energy (Eh) |
| --- | --- | --- |
| 1 | -75548.47807 | -0.2349 |
| 2 | -351959.24166 | -0.3013 |